# 1
{"formula": "CH5N2O2", "method": "ωB97M-V with the def2-TZVPD basis set", "e_tot_ev": -8188.50176, "total_charge": -1, "de_lowest_kj_mol": 686.9, "homo_energy_ev": [-1.567, -2.832], "e_lumo_ev": [4.35, 4.34], "symbols": ["C", "N", "N", "O", "O", "H", "H", "H", "H", "H"], "positions_angstrom": [[1.534, 0.455, -0.273], [-2.139, -0.669, -0.673], [-0.687, 0.473, 0.754], [-0.119, -0.257, 1.586], [0.204, 0.908, -0.329], [2.021, 0.235, -1.235], [1.652, -0.358, 0.595], [2.232, 1.262, 0.072], [-1.695, -1.463, -0.245], [-3.002, -0.585, -0.251]], "forces_ev_per_a": [[1.2, -0.3, 2.5], [2.7, 0.2, -1.6], [0.1, -0.9, 1.5], [-1.0, 0.8, -1.4], [1.2, 0.0, -0.7], [-1.0, -0.7, 0.0], [-0.3, 1.3, -2.3], [-0.6, 0.0, 0.2], [0.2, -0.6, 0.3], [-2.4, 0.3, 1.5]], "mulliken_charge": [-0.5923, -0.6732, 0.1352, -0.5243, -0.2352, 0.2363, 0.2278, 0.2029, 0.1335, 0.0893]}


# 2
{"formula": "CH5N2O2Sn", "method": "ωB97M-V with the def2-TZVPD basis set", "multiplicity": 2, "s_squared": 0.754, "e_tot_ev": -14022.13565, "total_charge": 0, "de_lowest_kj_mol": 0.0, "homo_energy_ev": [-7.149, -8.491], "e_lumo_ev": [-1.01, -0.89], "symbols": ["Sn", "O", "H", "C", "O", "N", "N", "H", "H", "H", "H"], "positions_angstrom": [[-1.981, -2.448, 1.336], [0.866, -1.763, 1.897], [0.858, -2.150, 2.794], [-0.438, 0.447, -0.691], [-1.301, -0.341, -0.483], [-0.304, 1.409, -1.603], [0.595, 0.455, 0.018], [0.545, 1.951, -1.521], [-1.008, 1.627, -2.293], [0.803, -0.277, 0.682], [1.366, 1.089, -0.136]], "forces_ev_per_a": [[2.3, 1.3, -0.3], [-2.1, -0.8, 0.1], [0.2, 0.4, -0.6], [0.3, 1.4, -1.4], [-4.8, -3.1, -0.1], [-1.4, 1.7, -2.6], [6.5, -0.3, 4.6], [-0.7, 0.1, -0.6], [0.3, 0.0, 0.3], [-0.3, -0.5, 0.6], [-0.3, -0.3, 0.1]], "mulliken_charge": [0.6426, -0.9265, 0.1952, 0.5993, -0.5900, -0.3582, -0.2460, 0.1510, 0.2097, 0.1641, 0.1588]}


# 3
{"formula": "CH5N2P", "method": "ωB97M-V with the def2-TZVPD basis set", "smiles": "[H]/N=P/NC", "e_tot_ev": -13385.46052, "total_charge": 0, "de_lowest_kj_mol": 107.0, "homo_energy_ev": -8.866, "e_lumo_ev": -0.28, "symbols": ["C", "N", "N", "P", "H", "H", "H", "H", "H"], "positions_angstrom": [[-0.154, -0.057, 1.463], [0.149, 0.356, -2.500], [-0.627, -0.013, 0.069], [0.964, 0.264, -1.191], [0.638, -0.817, 1.574], [0.292, 0.859, 1.768], [-0.970, -0.232, 2.174], [0.641, 0.587, -3.323], [-0.930, -0.947, -0.033]], "forces_ev_per_a": [[0.5, -0.5, -0.1], [-0.4, -0.2, 1.2], [3.1, 1.4, -0.8], [-3.4, -0.4, 1.9], [-0.3, 0.0, 0.4], [0.3, 1.0, 0.1], [0.1, -0.2, -0.3], [0.8, 0.2, -1.2], [-0.7, -1.2, -1.2]], "mulliken_charge": [-0.7605, -0.3974, -0.5586, 0.2835, 0.2997, 0.3075, 0.2905, 0.2619, 0.2732]}


# 4
{"formula": "CH5N2S2", "method": "ωB97M-V with the def2-TZVPD basis set", "smiles": "NC1([NH3+])SS1", "e_tot_ev": -25760.50109, "total_charge": 1, "de_lowest_kj_mol": 183.2, "homo_energy_ev": -13.393, "e_lumo_ev": -5.11, "symbols": ["C", "N", "N", "S", "S", "H", "H", "H", "H", "H"], "positions_angstrom": [[0.335, 0.040, -0.082], [-0.213, 0.429, -1.407], [-0.660, -0.118, 1.040], [1.658, -1.195, -0.213], [1.820, 0.882, 0.361], [-0.969, -0.225, -1.763], [0.522, 0.389, -2.030], [-1.438, 0.588, 0.951], [0.004, 0.217, 1.815], [-1.059, -1.006, 1.328]], "forces_ev_per_a": [[-0.1, -0.8, -3.5], [-3.5, -1.0, 3.2], [0.9, 2.5, 1.2], [0.0, 0.8, 1.2], [0.1, -0.8, 0.0], [1.2, 0.9, 0.7], [1.9, 0.1, -1.7], [0.8, -0.6, 0.0], [-1.5, -0.6, -0.5], [0.2, -0.6, -0.6]], "mulliken_charge": [0.2816, -0.5874, -0.2949, -0.0413, -0.0941, 0.2759, 0.3134, 0.3779, 0.4208, 0.3480]}


# 5
{"formula": "CH5N2S2", "method": "ωB97M-V with the def2-TZVPD basis set", "e_tot_ev": -25759.50999, "total_charge": 1, "de_lowest_kj_mol": 278.8, "homo_energy_ev": -14.206, "e_lumo_ev": -5.65, "symbols": ["C", "N", "N", "S", "S", "H", "H", "H", "H", "H"], "positions_angstrom": [[0.157, -0.822, 0.137], [1.003, 0.111, -0.219], [0.094, -2.071, -0.251], [-1.033, 2.581, 0.535], [0.879, 1.522, 0.383], [-0.708, -0.611, 0.806], [-0.509, -2.670, 0.229], [0.726, -2.628, -0.867], [-2.244, 2.364, -0.190], [1.635, 2.223, -0.563]], "forces_ev_per_a": [[-1.0, 0.3, 0.6], [-0.4, -3.3, -1.4], [2.1, -0.7, -1.6], [-0.6, 0.3, 0.5], [-0.1, 3.4, 0.6], [0.6, 0.2, -0.3], [-1.4, -0.7, 0.8], [-0.3, 1.4, 0.6], [1.9, -0.5, -0.2], [-1.0, -0.4, 0.3]], "mulliken_charge": [0.2578, -0.3889, -0.2771, -0.1528, 0.2051, 0.2852, 0.2458, 0.2846, 0.2524, 0.2878]}


# 6
{"formula": "CH5N3", "method": "ωB97M-V with the def2-TZVPD basis set", "smiles": "N#N.CN", "e_tot_ev": -5588.91335, "total_charge": 0, "de_lowest_kj_mol": 6.1, "homo_energy_ev": -9.400, "e_lumo_ev": 1.27, "symbols": ["C", "H", "H", "H", "H", "H", "N", "N", "N"], "positions_angstrom": [[0.036, -0.051, 0.411], [-0.988, -0.090, 0.003], [0.096, 0.777, 1.148], [0.735, 0.171, -0.419], [0.273, -2.085, 0.479], [1.213, -1.272, 1.526], [0.279, -1.298, 1.135], [-0.443, 2.302, -2.294], [-1.201, 1.546, -1.988]], "forces_ev_per_a": [[-0.3, 0.3, 0.2], [0.4, 0.2, 0.2], [-0.1, -0.3, -0.5], [-0.2, -0.1, 0.3], [0.0, 0.3, 0.3], [0.0, -0.1, 0.1], [0.3, -0.4, -0.5], [-2.4, -2.4, 1.0], [2.3, 2.5, -1.1]], "mulliken_charge": [-0.6641, 0.2676, 0.3020, 0.2340, 0.2216, 0.2196, -0.5781, -0.0546, 0.0520]}


# 7
{"formula": "CH5N3", "method": "ωB97M-V with the def2-TZVPD basis set", "smiles": "C/N=N/N", "e_tot_ev": -5585.39020, "total_charge": 0, "de_lowest_kj_mol": 346.0, "homo_energy_ev": -8.830, "e_lumo_ev": 0.90, "symbols": ["C", "N", "N", "N", "H", "H", "H", "H", "H"], "positions_angstrom": [[-0.604, -1.505, 0.184], [0.084, -0.174, 0.440], [0.145, 0.734, -0.651], [0.759, 1.850, -0.235], [-0.954, -1.858, 1.219], [0.196, -2.178, -0.216], [-1.432, -1.478, -0.422], [0.816, 2.196, 0.694], [0.991, 2.413, -1.012]], "forces_ev_per_a": [[2.9, 0.7, 2.5], [-0.5, 3.5, -4.6], [0.0, -4.7, 6.1], [-0.6, -1.0, -1.6], [0.7, 0.4, -1.5], [-0.9, 0.3, 0.4], [-1.9, 0.3, -1.8], [0.0, -0.3, 0.8], [0.1, 0.9, -0.4]], "mulliken_charge": [-0.5758, -0.2813, -0.0876, -0.2619, 0.2219, 0.2205, 0.2861, 0.2541, 0.2237]}


# 8
{"formula": "CH5N3O", "method": "ωB97M-V with the def2-TZVPD basis set", "smiles": "CO/N=N/N", "e_tot_ev": -7632.43944, "total_charge": 0, "de_lowest_kj_mol": 308.6, "homo_energy_ev": -8.912, "e_lumo_ev": 1.22, "symbols": ["C", "N", "N", "N", "O", "H", "H", "H", "H", "H"], "positions_angstrom": [[0.548, 1.005, -1.510], [0.329, 0.220, 0.833], [-0.699, -1.501, 1.646], [-0.418, -0.762, 0.564], [0.805, 1.057, -0.102], [-0.524, 0.934, -1.710], [0.954, 1.935, -1.897], [1.055, 0.145, -1.962], [-0.449, -1.088, 2.544], [-1.602, -1.946, 1.595]], "forces_ev_per_a": [[-0.6, -1.0, 0.2], [-1.2, -2.1, 1.4], [0.1, -0.4, 0.9], [1.4, 2.7, -1.8], [0.2, 0.5, -0.5], [0.1, 0.0, 0.0], [0.0, 0.0, 0.1], [-0.1, 0.1, 0.0], [-0.1, 0.0, -0.3], [0.1, 0.2, -0.1]], "mulliken_charge": [-0.5234, 0.0303, -0.4398, -0.0925, -0.2055, 0.2373, 0.2461, 0.2497, 0.2595, 0.2383]}